No. 1
ORCA calculation (ωB97M-V with the def2-TZVPD basis set) on a molecular structure, C2AsF6MoNO4S6.

Computed properties:
HOMO (spin up / spin down)   -0.6543 / -0.6543 Eh
E_tot   -5723.48072 Ha
Total charge   +2

Last column: natural (NBO) charge in e.
Positions of all 21 atoms, in Å:
Mo (-1.525912, -0.031301, -0.726573)  0.765
F (3.680530, -1.802256, -0.398642)  -0.246
C (2.937406, -0.957764, -1.056807)  0.862
F (3.376048, 0.269547, -0.977265)  -0.257
F (2.740607, -1.328888, -2.295140)  -0.258
S (1.227980, -1.024448, -0.244942)  2.117
O (0.455682, 0.172959, -0.909300)  -0.865
O (0.564937, -2.247101, -0.535545)  -0.847
N (1.433285, -0.676235, 1.256960)  -1.113
S (0.169389, -0.364773, 2.136819)  2.186
O (-1.075853, -0.339844, 1.179944)  -0.893
O (-0.013607, -1.128626, 3.293389)  -0.747
C (0.344209, 1.453296, 2.561154)  0.805
F (1.430020, 1.581948, 3.270991)  -0.248
F (0.440739, 2.104723, 1.409064)  -0.296
F (-0.723163, 1.824719, 3.216862)  -0.261
S (-3.517752, 0.956657, -0.308900)  0.035
As (-3.460733, 0.962736, -2.582317)  0.912
S (-2.007412, -1.670336, -1.873165)  0.429
S (-1.487627, 1.706007, -2.672938)  -0.088
S (-4.988783, 0.538978, -3.743653)  0.010

Atoms 1-2, force components in eV/Å:
0.1 -0.4 0.1
0.0 0.0 0.0



No. 2
ORCA calculation (ωB97M-V with the def2-TZVPD basis set) on 2 unconnected molecules or ions with the total composition C2H2O2.

Computed properties:
HOMO (spin up / spin down)   -0.3946 / -0.3946 Eh
E_tot   -227.53220 Ha
Total charge   0
Energy above the lowest of the compared OMol25 structures with the same formula, charge and spin   8.5879 eV

Last column: natural (NBO) charge in e.
Positions of all 6 atoms, in Å:
C (1.828291, 0.381217, -0.036610)  -0.399
C (0.660502, 0.596960, 0.060448)  0.115
O (-1.998115, -0.473581, -0.187055)  -0.312
O (-1.480206, 0.613503, 0.353393)  -0.083
H (2.651050, 0.023290, -0.488343)  0.223
H (-1.661520, -1.141390, 0.298166)  0.456

Atoms 1-2, force components in eV/Å:
-1.6 0.3 0.4
-4.8 0.4 0.7



No. 3
ORCA calculation (ωB97M-V with the def2-TZVPD basis set) on C6H11N in the gas phase.

Computed properties:
Structure (SMILES)   [H]/N=C/[C@H](C)CC=C
HOMO   -0.3528 Eh
E_tot   -289.93287 Ha
Total charge   0
Energy above the lowest of the compared OMol25 structures with the same formula, charge and spin   1.0561 eV

Last column: natural (NBO) charge in e.
Positions of all 18 atoms, in Å:
H (-0.528153, 2.652195, 1.392031)  0.337
N (0.189659, 2.064330, 0.965909)  -0.627
C (-0.103712, 0.840141, 1.131251)  0.154
C (0.747537, -0.271927, 0.560970)  -0.282
C (2.183249, 0.165597, 0.286986)  -0.603
C (0.101081, -0.790649, -0.744742)  -0.426
C (-1.370259, -1.082137, -0.633203)  -0.179
C (-2.312164, -0.325007, -1.188875)  -0.395
H (-1.010018, 0.513321, 1.661880)  0.156
H (0.745052, -1.092351, 1.294195)  0.204
H (2.753569, -0.655752, -0.162063)  0.205
H (2.195066, 1.014850, -0.401843)  0.224
H (2.683091, 0.484453, 1.206055)  0.217
H (0.644462, -1.691326, -1.061821)  0.216
H (0.256485, -0.027000, -1.517415)  0.210
H (-1.660266, -1.944943, -0.030733)  0.196
H (-2.047358, 0.548596, -1.781982)  0.193
H (-3.372709, -0.531123, -1.073120)  0.200

Atoms 1-2, force components in eV/Å:
0.1 0.0 0.0
-0.2 -0.3 0.1